Entry 1:
{
  "formula": "C43H35FeN8O3Se2Te",
  "method": "the ωB97M-V functional and the def2-TZVPD basis",
  "s2": 0.76,
  "e_above_lowest_kcal_mol": 8.9,
  "gap_ev": [5.90, 5.28],
  "spin_multiplicity": 2,
  "symbols": ["Fe", "O", "C", "C", "C", "C", "C", "C", "C", "O", "N", "N", "C", "C", "C", "C", "C", "C", "C", "O", "H", "H", "H", "H", "H", "H", "H", "H", "H", "H", "Se", "N", "C", "C", "C", "C", "C", "N", "C", "C", "N", "C", "C", "C", "C", "C", "N", "H", "H", "H", "H", "H", "H", "C", "C", "C", "C", "C", "C", "Te", "C", "C", "C", "H", "H", "H", "H", "H", "H", "H", "H", "H", "H", "H", "C", "N", "C", "Se", "N", "C", "C", "C", "C", "C", "C", "H", "H", "H", "H", "H", "H", "H", "H"],
  "coordinates": [[1.676, -0.078, -0.150], [-2.334, -2.217, -0.162], [-1.969, -3.084, -1.128], [-2.905, -4.057, -1.481], [-2.622, -4.978, -2.469], [-1.396, -4.947, -3.129], [-0.465, -3.992, -2.773], [-0.720, -3.054, -1.770], [0.335, -2.073, -1.399], [0.039, -1.153, -0.523], [1.506, -2.200, -1.959], [2.371, -1.225, -1.468], [3.580, -1.263, -1.898], [4.616, -0.365, -1.437], [5.845, -0.401, -2.121], [6.918, 0.367, -1.741], [6.778, 1.195, -0.619], [5.598, 1.247, 0.079], [4.466, 0.484, -0.302], [3.381, 0.586, 0.410], [-1.616, -1.550, -0.100], [-3.856, -4.060, -0.963], [-3.362, -5.724, -2.732], [-1.174, -5.664, -3.907], [0.499, -3.951, -3.262], [3.829, -2.019, -2.639], [5.931, -1.065, -2.975], [7.851, 0.327, -2.285], [7.615, 1.802, -0.294], [5.489, 1.880, 0.951], [-0.643, 7.044, 0.495], [-0.703, 5.637, 1.592], [-0.146, 4.639, 0.968], [-0.011, 3.301, 1.538], [-0.469, 2.947, 2.806], [-0.303, 1.646, 3.228], [0.330, 0.731, 2.391], [0.780, 1.063, 1.188], [0.595, 2.321, 0.762], [1.038, 2.585, -0.607], [1.500, 1.520, -1.285], [1.897, 1.692, -2.535], [1.860, 2.934, -3.168], [1.380, 4.026, -2.483], [0.946, 3.850, -1.167], [0.345, 4.914, -0.369], [0.173, 6.130, -0.806], [-0.947, 3.693, 3.426], [-0.652, 1.321, 4.198], [0.487, -0.298, 2.692], [2.249, 0.808, -3.048], [2.203, 3.017, -4.189], [1.320, 5.006, -2.937], [-0.266, -5.133, 6.670], [0.494, -4.469, 5.555], [-0.061, -4.330, 4.290], [0.629, -3.722, 3.248], [-0.025, -3.651, 1.899], [1.927, -3.226, 3.487], [2.998, -2.327, 1.929], [2.509, -3.366, 4.761], [3.903, -2.903, 5.096], [1.777, -3.982, 5.768], [-1.275, -5.399, 6.357], [-0.339, -4.476, 7.538], [0.239, -6.044, 6.994], [-1.058, -4.710, 4.103], [-1.050, -4.016, 1.944], [0.517, -4.253, 1.166], [-0.047, -2.634, 1.509], [4.221, -2.052, 4.500], [4.622, -3.707, 4.920], [3.962, -2.627, 6.149], [2.224, -4.080, 6.752], [-2.638, 4.232, -2.259], [-3.684, 3.244, -2.380], [-3.542, 1.924, -2.086], [-2.085, 1.003, -1.475], [-4.747, 1.350, -2.346], [-5.658, 2.285, -2.806], [-6.982, 2.195, -3.197], [-7.598, 3.368, -3.614], [-6.913, 4.583, -3.636], [-5.585, 4.671, -3.241], [-4.975, 3.500, -2.828], [-1.739, 3.709, -1.946], [-2.906, 4.985, -1.516], [-2.463, 4.717, -3.220], [-4.892, 0.366, -2.197], [-7.516, 1.255, -3.180], [-8.632, 3.338, -3.929], [-7.427, 5.475, -3.968], [-5.053, 5.612, -3.256]]
}

Entry 2:
{
  "formula": "C10H10NS2",
  "method": "the ωB97M-V functional and the def2-TZVPD basis",
  "e_above_lowest_kcal_mol": 41.5,
  "gap_ev": 7.43,
  "spin_multiplicity": 1,
  "smiles": "[NH3+][C@@]12S[C@@H]1[C@H]1S[C@H]1c1ccccc12",
  "total_charge": 1,
  "symbols": ["N", "C", "S", "C", "C", "S", "C", "C", "C", "C", "C", "C", "C", "H", "H", "H", "H", "H", "H", "H", "H", "H", "H"],
  "coordinates": [[0.840, 2.112, 1.250], [0.828, 0.882, 0.456], [2.015, 1.474, -1.309], [2.116, 0.233, 0.273], [2.150, -1.145, -0.219], [1.709, -2.309, 1.031], [0.873, -1.786, -0.522], [-0.423, -1.083, -0.436], [-1.593, -1.608, -0.963], [-2.789, -0.880, -0.861], [-2.787, 0.425, -0.291], [-1.611, 0.963, 0.229], [-0.421, 0.231, 0.186], [1.000, 2.837, 0.613], [1.753, 2.074, 1.812], [0.161, 2.285, 1.972], [2.880, 0.473, 0.943], [3.139, -1.531, -0.618], [0.841, -2.523, -1.357], [-1.501, -2.641, -1.337], [-3.699, -1.254, -1.253], [-3.725, 0.948, -0.345], [-1.757, 1.821, 0.746]]
}

Entry 3:
{
  "formula": "C33H85Li4N7O14",
  "method": "the ωB97M-V functional and the def2-TZVPD basis",
  "gap_ev": 3.10,
  "spin_multiplicity": 1,
  "total_charge": 2,
  "symbols": ["Li", "Li", "Li", "Li", "O", "C", "C", "O", "H", "H", "H", "H", "C", "O", "N", "N", "H", "H", "H", "H", "C", "O", "C", "C", "N", "C", "C", "O", "C", "H", "H", "H", "H", "H", "H", "H", "H", "H", "H", "H", "H", "H", "H", "H", "C", "O", "C", "C", "N", "C", "C", "O", "C", "H", "H", "H", "H", "H", "H", "H", "H", "H", "H", "H", "H", "H", "H", "H", "C", "O", "C", "C", "N", "C", "C", "O", "C", "H", "H", "H", "H", "H", "H", "H", "H", "H", "H", "H", "H", "H", "H", "H", "C", "O", "C", "C", "N", "C", "C", "O", "C", "H", "H", "H", "H", "H", "H", "H", "H", "H", "H", "H", "H", "H", "H", "H", "C", "O", "C", "C", "N", "C", "C", "O", "C", "H", "H", "H", "H", "H", "H", "H", "H", "H", "H", "H", "H", "H", "H", "H", "O", "H", "H"],
  "coordinates": [[-2.337, 2.651, -3.161], [2.387, 1.231, -6.428], [-0.891, -0.941, -5.328], [4.433, -2.629, -5.509], [1.690, -0.891, -3.354], [1.209, -1.275, -2.078], [-0.065, -0.588, -1.522], [-1.201, -0.525, -2.315], [1.987, -1.463, -1.338], [0.921, -2.299, -2.313], [0.137, 0.412, -1.137], [-0.340, -1.213, -0.673], [2.260, -6.890, -4.707], [2.799, -5.954, -5.337], [2.333, -8.171, -5.007], [1.207, -6.766, -3.929], [2.955, -8.432, -5.759], [1.532, -8.669, -4.647], [1.053, -5.813, -3.630], [0.768, -7.588, -3.539], [-4.845, 6.411, 2.773], [-4.722, 5.750, 1.517], [-3.375, 5.818, 1.021], [-3.159, 4.632, 0.054], [-3.129, 5.023, -1.333], [-4.464, 5.382, -1.817], [-5.521, 4.270, -1.725], [-5.090, 3.345, -2.681], [-5.992, 2.373, -2.868], [-4.408, 5.628, 3.392], [-5.894, 6.654, 2.938], [-4.202, 7.267, 2.979], [-2.649, 5.636, 1.813], [-2.976, 6.757, 0.637], [-3.923, 3.879, 0.251], [-2.123, 4.295, 0.016], [-2.460, 5.716, -1.636], [-4.283, 5.682, -2.850], [-4.760, 6.315, -1.338], [-6.463, 4.732, -2.019], [-5.697, 3.874, -0.725], [-7.009, 2.377, -2.478], [-5.605, 1.520, -2.310], [-6.202, 2.032, -3.882], [7.259, -6.662, -0.228], [7.752, -5.615, -1.121], [6.776, -4.520, -1.210], [7.245, -3.405, -2.300], [7.391, -3.740, -3.773], [8.203, -4.969, -3.994], [8.490, -5.254, -5.468], [9.008, -6.557, -5.651], [10.244, -6.846, -4.937], [8.081, -7.343, -0.005], [6.445, -7.291, -0.587], [6.930, -6.287, 0.742], [6.693, -4.170, -0.181], [5.759, -4.822, -1.462], [8.259, -3.085, -2.059], [6.664, -2.524, -2.025], [7.928, -2.971, -4.147], [7.654, -5.859, -3.687], [9.166, -4.954, -3.485], [9.056, -4.489, -5.999], [7.535, -5.380, -5.978], [10.958, -6.161, -5.396], [10.499, -7.867, -5.221], [10.155, -6.866, -3.851], [2.727, 2.639, 5.099], [1.826, 1.562, 5.215], [2.334, 0.214, 5.089], [1.188, -0.802, 5.492], [1.015, -0.858, 6.937], [0.325, 0.397, 7.343], [-0.097, 0.273, 8.873], [0.998, -0.071, 9.730], [0.589, -0.384, 11.104], [2.168, 3.503, 5.460], [3.166, 2.736, 4.106], [3.535, 2.721, 5.825], [3.199, 0.070, 5.736], [2.733, 0.078, 4.084], [1.476, -1.790, 5.131], [0.247, -0.522, 5.018], [1.861, -0.999, 7.471], [-0.608, 0.504, 6.789], [0.931, 1.303, 7.316], [-0.628, -0.679, 8.871], [-0.680, 1.118, 9.239], [1.413, -0.783, 11.694], [-0.225, -1.109, 11.071], [0.190, 0.466, 11.658], [2.292, 5.564, -3.104], [1.512, 6.569, -3.688], [2.093, 7.930, -3.651], [2.424, 8.329, -5.211], [1.322, 8.276, -6.124], [0.071, 9.166, -6.068], [-0.476, 9.646, -7.455], [-0.811, 8.532, -8.275], [-2.024, 7.942, -7.924], [2.122, 5.706, -2.037], [3.376, 5.643, -3.184], [2.029, 4.583, -3.500], [2.980, 8.088, -3.039], [1.443, 8.666, -3.178], [3.156, 7.615, -5.589], [2.867, 9.320, -5.310], [1.583, 8.148, -7.091], [0.333, 10.135, -5.643], [-0.682, 8.869, -5.338], [0.267, 10.290, -7.925], [-1.347, 10.282, -7.296], [-2.194, 7.130, -8.631], [-2.697, 8.767, -8.156], [-2.203, 7.580, -6.911], [-9.203, -4.122, 5.319], [-8.531, -5.018, 6.225], [-8.011, -6.237, 5.625], [-6.636, -5.964, 5.000], [-5.751, -5.176, 5.962], [-4.756, -4.279, 5.375], [-3.691, -4.986, 4.394], [-3.732, -4.380, 3.131], [-2.941, -5.087, 2.252], [-9.211, -3.113, 5.731], [-10.247, -4.420, 5.214], [-8.808, -4.148, 4.304], [-8.731, -6.696, 4.948], [-7.858, -6.919, 6.461], [-6.656, -5.338, 4.108], [-6.198, -6.898, 4.647], [-6.420, -4.613, 6.468], [-4.130, -3.957, 6.207], [-5.147, -3.371, 4.916], [-3.959, -6.040, 4.467], [-2.716, -4.975, 4.882], [-3.327, -6.095, 2.100], [-1.946, -5.260, 2.662], [-2.801, -4.580, 1.297], [-4.944, -0.743, 0.839], [-4.505, -0.780, -0.011], [-4.299, -1.085, 1.458]]
}

Entry 4:
{
  "formula": "C3H3N2P",
  "method": "the ωB97M-V functional and the def2-TZVPD basis",
  "e_above_lowest_kcal_mol": 28.0,
  "gap_ev": 9.63,
  "spin_multiplicity": 1,
  "smiles": "C=PC#N.C#N",
  "symbols": ["C", "P", "C", "N", "H", "H", "C", "N", "H"],
  "coordinates": [[-0.830, 0.726, 0.912], [0.700, 1.356, 1.138], [1.456, -0.123, 1.768], [1.972, -1.064, 2.170], [-1.112, -0.287, 1.156], [-1.610, 1.352, 0.509], [-0.195, -0.653, -2.524], [-0.407, -0.743, -3.637], [0.026, -0.566, -1.492]]
}

Which formula does entry 1 have? C43H35FeN8O3Se2Te